# 1
C7H12INO2 | ωB97M-V/def2-TZVPD

For the HOMO-LUMO gap, the calculation gives 0.3237 hartree. The value obtained for the energy above the lowest of the compared OMol25 structures with the same formula, charge and spin is 1.224 eV. The total energy is -21137.6358 eV.

```
! wB97M-V def2-TZVPD RIJCOSX def2/J DEFGRID3
* xyz 0 1
C 0.320 1.183 -0.488
C -0.108 -2.805 -0.235
C -1.087 1.597 -0.769
C 1.178 2.188 0.222
C -1.518 -2.455 0.144
C 0.970 -2.180 0.575
C 1.669 -0.806 -0.707
N 0.659 0.026 -0.878
O 0.173 -3.535 -1.159
O 0.599 -1.538 1.716
I 3.626 -0.255 0.257
H -1.130 2.615 -1.149
H -1.648 1.565 0.167
H -1.555 0.920 -1.477
H 0.619 3.102 0.395
H 2.064 2.425 -0.364
H 1.516 1.798 1.181
H -1.842 -1.628 -0.485
H -2.165 -3.308 -0.048
H -1.575 -2.152 1.184
H 1.862 -2.802 0.642
H 1.922 -1.408 -1.564
H 1.388 -1.255 2.198
*
```

---

# 2
C7H12N | ωB97M-V/def2-TZVPD

For the HOMO-LUMO gap, the calculation gives 0.2694 hartree. The value obtained for the energy above the lowest of the compared OMol25 structures with the same formula, charge and spin is 3.445 eV. The total energy is -8933.5567 eV.

```
! wB97M-V def2-TZVPD RIJCOSX def2/J DEFGRID3
* xyz 1 1
C -0.298 -0.508 -0.167
C 2.690 1.303 -0.116
C 1.882 0.170 -0.252
C -1.583 0.031 -0.071
C 2.331 -1.287 -0.124
C -2.676 -0.816 0.252
C -1.784 1.503 0.145
N 0.556 0.456 -0.385
H -0.065 -1.560 -0.152
H 2.078 2.224 -0.297
H 3.722 1.288 0.173
H 2.171 -1.695 -1.187
H 1.818 -1.915 0.590
H 3.474 -1.376 -0.031
H -2.315 -1.817 0.311
H -3.605 -0.732 -0.267
H -3.084 -0.622 1.307
H -2.780 1.573 -0.269
H -1.095 2.034 -0.556
H -1.437 1.746 1.098
*
```